A 4-piece molecular cluster, C3H13NO4 overall, computed with ωB97M-V/def2-TZVPD.

Geometry (Å):
O: -0.69077 -1.16393 -0.48254
C: 0.35658 -0.96612 0.18382
C: 0.34165 -0.42422 1.62163
C: 1.07934 0.91035 1.48460
N: -0.94282 -0.38999 2.35198
H: 1.36423 -1.21400 -0.24933
H: 1.00091 -1.36352 2.14358
H: 0.73856 1.48139 2.45512
H: 0.98881 1.60395 0.66045
H: 2.13548 0.58761 1.38439
H: -1.41024 -1.27775 2.27150
H: -1.57280 0.41914 2.10471
H: -2.34699 0.13352 0.29691
H: -2.76784 -0.10367 -1.06665
O: -3.03444 0.47499 -0.33547
H: 2.39900 0.60233 -2.28501
H: 1.05912 1.09214 -2.10502
O: 1.95242 1.19184 -1.68615
H: -0.30967 -1.10368 -2.33760
H: -0.49550 0.03119 -3.46551
O: 0.15497 -0.52158 -2.94540

Summary:
ΔE to the lowest compared entry with this formula, charge and spin, kJ/mol: 180.7
Frontier orbital gap (spin up / spin down), eV: 9.7 / 5.1
Charge: +1
2S+1: 2
Energy, eV: -12990.85886
<S²>: 0.76

=====

C19H15FIN2O3Se2Te2Tl as an isolated structure, computed with ωB97M-V/def2-TZVPD.

Geometry (Å):
Tl: 0.28361 -0.54482 -3.99438
Se: 2.43040 1.13687 -2.98468
Te: 1.05499 4.60393 -3.98468
Te: -1.86495 3.14616 -3.16409
Se: -3.62355 1.51756 -2.45447
C: -1.32209 3.69741 2.49257
C: 0.14727 3.29441 2.37734
C: 0.76063 2.86419 3.70634
C: 0.07585 1.60509 4.22679
C: 0.00985 0.54678 3.15194
C: -0.14234 -0.78147 3.48499
C: -0.18565 -1.74497 2.48457
F: -0.33467 -3.04754 2.86054
C: -0.07367 -1.42667 1.16414
C: 0.09138 -0.08769 0.79738
C: 0.20733 0.24959 -0.63650
O: 0.05778 -0.63845 -1.47780
C: 0.50944 1.62877 -0.91943
C: 0.49574 2.52262 0.09310
N: 0.29702 2.21199 1.41034
C: 0.12768 0.90113 1.79011
C: 0.77302 2.14315 -2.32696
O: 1.00081 3.48680 -2.24125
O: -0.30956 1.79475 -3.16139
H: -1.44139 4.50431 3.22083
H: -1.93585 2.84903 2.79837
H: -1.68986 4.03893 1.52468
H: 0.71017 4.14295 1.98819
H: 0.67798 3.67877 4.42861
H: 1.82183 2.65781 3.54478
H: -0.93343 1.84865 4.57208
H: 0.61555 1.20898 5.08985
H: -0.22679 -1.07995 4.52375
H: -0.09742 -2.17773 0.38519
H: 0.65724 3.56988 -0.12465
I: 2.92203 -6.63244 -3.20071
C: 1.17704 -5.46389 -3.16089
C: -0.06021 -6.07563 -3.23073
C: -1.17845 -5.25883 -3.19133
C: -1.00306 -3.88487 -3.10845
N: 0.19128 -3.31090 -3.05684
C: 1.27118 -4.08247 -3.06657
H: -0.15040 -7.15000 -3.31421
H: -2.17184 -5.68705 -3.23063
H: -1.84822 -3.20331 -3.08369
H: 2.22627 -3.57182 -3.00219

Summary:
Frontier orbital gap, eV: 3.1
Charge: -2
Energy, eV: -189861.16515

=====

The molecule C4H4FNS2, computed with ωB97M-V/def2-TZVPD.

Geometry (Å):
F: 3.24515 -0.22908 -0.14764
C: 2.17499 -1.01699 -0.05861
C: 0.95423 -0.60857 0.14775
C: 0.51992 0.80198 0.12428
S: 1.49677 2.11293 -0.06961
C: -0.94503 0.98621 0.12021
N: -1.69617 -0.04823 -0.01443
S: -3.35271 0.35801 -0.11081
H: 2.46551 -2.06725 -0.23861
H: 0.24405 -1.42280 0.31049
H: -1.31641 2.02058 0.12350
H: -3.79028 -0.88679 -0.18651

Summary:
ΔE to the lowest compared entry with this formula, charge and spin, kJ/mol: 172.3
SMILES string: F/C=C\C(=S)/C=N/S
Frontier orbital gap, eV: 7.6
Charge: 0
Energy, eV: -30088.63236

=====

A 2-piece molecular cluster, C3H9N3O2 overall, computed with ωB97M-V/def2-TZVPD.

Geometry (Å):
H: 0.13154 0.25192 0.79637
N: 0.56634 -0.47213 1.50563
C: 1.68979 -0.57150 0.96655
N: 1.89050 0.31289 -0.15623
C: 1.87379 -0.34788 -1.46017
H: 2.50657 -1.17144 1.37619
H: 2.77654 0.80039 -0.04810
H: 2.63336 -1.13391 -1.55243
H: 2.05978 0.39804 -2.23221
H: 0.88821 -0.78731 -1.60475
N: -2.55294 -0.11797 1.23173
C: -2.66592 0.57969 0.08860
O: -3.69212 0.99827 -0.38616
O: -1.45579 0.76862 -0.51042
H: -3.39590 -0.38083 1.70952
H: -1.65911 -0.44276 1.56941
H: -1.59464 1.31589 -1.29352

Summary:
ΔE to the lowest compared entry with this formula, charge and spin, kJ/mol: 184.6
SMILES string: [H]/N=C\NC.NC(=O)O
Frontier orbital gap, eV: 10.4
Charge: 0
Energy, eV: -11822.14573

=====

Q: What is the formula in the second record?
A: C19H15FIN2O3Se2Te2Tl